Record 1
Formula: C23H24N5OS2Sc
Source: the OMol25 dataset
Level of theory: wB97M-V/def2-TZVPD

```
56
Properties=species:S:1:pos:R:3:lowdin_charge:R:1
Sc 0.48387 1.02140 -0.02122 0.871
C 3.72765 4.17196 0.20315 0.001
C 2.81830 3.02621 -0.06996 -0.236
N 1.61108 2.91760 0.37966 -0.084
N 1.14474 3.93556 1.16414 0.005
C -0.12374 3.81626 1.45690 -0.800
N -0.68279 4.77588 2.19858 0.115
S -1.19155 2.50417 0.96299 0.675
C 3.25873 1.92956 -0.96799 -0.197
C 4.53001 1.87930 -1.51416 0.029
C 4.85230 0.84381 -2.38202 0.005
C 3.90176 -0.11872 -2.68107 -0.013
C 2.65791 -0.01741 -2.08462 -0.089
N 2.34245 0.97653 -1.24808 -0.007
H 3.21511 4.93392 0.77831 0.078
H 4.08551 4.60334 -0.73295 0.104
H 4.60090 3.83062 0.76416 0.108
H -0.12702 5.56544 2.48500 0.124
H -1.65602 4.74163 2.44108 0.101
H 5.25465 2.64290 -1.27477 0.125
H 5.83841 0.79530 -2.82384 0.131
H 4.11230 -0.93185 -3.35989 0.125
H 1.88228 -0.74938 -2.27925 0.124
O -0.89077 -0.05059 -0.97207 -0.626
S -2.39330 -0.13965 -1.41201 1.142
C -2.55652 -1.73957 -2.11315 -0.387
C -2.59151 -1.76196 -3.50391 -0.071
C -2.70192 -2.98479 -4.15024 -0.044
C -2.78142 -4.15098 -3.40494 -0.035
C -2.75605 -4.11215 -2.01344 -0.043
C -2.64728 -2.90212 -1.35333 -0.048
C -3.29380 -0.23001 0.09932 -0.428
C -4.58894 0.26836 0.06292 -0.057
C -5.35310 0.21359 1.21894 -0.036
C -4.81246 -0.31206 2.38419 -0.035
C -3.50812 -0.79180 2.40603 -0.045
C -2.73603 -0.75692 1.25661 -0.111
H -2.54606 -0.84059 -4.07071 0.116
H -2.73942 -3.02240 -5.22987 0.121
H -2.88013 -5.10247 -3.90993 0.122
H -2.83964 -5.02803 -1.44491 0.119
H -2.66141 -2.86372 -0.27316 0.109
H -4.99488 0.69404 -0.84622 0.124
H -6.36426 0.59558 1.21061 0.123
H -5.40832 -0.34304 3.28599 0.121
H -3.09647 -1.19465 3.32135 0.118
H -1.72025 -1.13661 1.25846 0.097
C 3.20342 -2.11151 3.70996 -0.064
C 2.11423 -2.61291 2.75338 -0.178
C 1.62106 -1.54727 1.88482 -0.094
N 1.23781 -0.71060 1.19964 0.155
H 3.52757 -2.94382 4.32964 0.092
H 2.82362 -1.32528 4.35889 0.089
H 4.06431 -1.73459 3.16189 0.087
H 1.25175 -3.00477 3.29623 0.136
H 2.48147 -3.41075 2.10488 0.136
```

Calculated values
**LUMO energy**: -6.273 eV
**Total charge**: +2
**2S+1**: 1
**Kohn-Sham gap**: 7.385 eV
**ΔE to the lowest compared entry with this formula, charge and spin**: 0.0 kJ/mol

***

Record 2
Formula: C23H24NO
Source: the OMol25 dataset
Level of theory: wB97M-V/def2-TZVPD

```
49
Properties=species:S:1:pos:R:3:lowdin_charge:R:1
C 1.74321 4.22064 -0.19943 0.016
N 2.32062 3.07579 0.52999 -0.169
H 2.84124 2.50780 -0.18974 0.171
C 3.19731 3.56023 1.60048 0.008
H 2.60298 4.05118 2.37061 0.121
H 3.90175 4.28206 1.19068 0.115
H 3.76517 2.74943 2.04808 0.087
C 1.23810 2.11931 0.90796 -0.169
H 0.37232 2.69918 1.23165 0.155
C 1.61865 1.07882 1.98180 -0.064
C 2.37004 -0.09750 1.39846 -0.235
C 3.71141 -0.01320 1.04671 -0.044
C 4.35809 -1.09027 0.46658 -0.059
C 3.67194 -2.26802 0.22871 -0.064
C 2.33904 -2.36741 0.58746 -0.054
C 1.69435 -1.29016 1.16816 -0.039
H 0.65462 -1.37931 1.44889 0.119
H 1.79750 -3.28491 0.41717 0.112
H 4.17606 -3.10513 -0.22770 0.110
H 5.40042 -1.00649 0.20048 0.111
H 4.27821 0.88794 1.23462 0.099
H 0.68546 0.70665 2.40735 0.126
H 2.17796 1.54052 2.79521 0.120
C 0.97751 1.32574 -0.40064 -0.311
O 1.86954 1.37577 -1.23551 0.098
C -0.23112 0.54845 -0.53742 -0.165
C -1.32893 0.64447 0.33049 -0.009
C -2.43691 -0.14601 0.13707 -0.001
C -2.49759 -1.06724 -0.91635 -0.147
C -1.40266 -1.15856 -1.78325 0.008
C -0.29751 -0.36335 -1.60422 0.020
H 0.54829 -0.43025 -2.27128 0.129
H -1.43873 -1.84531 -2.61451 0.122
C -3.67826 -1.90822 -1.10722 -0.188
C -4.95864 -1.39963 -0.88097 -0.029
C -6.07227 -2.19422 -1.07321 -0.068
C -5.92725 -3.51157 -1.47813 -0.070
C -4.66074 -4.02946 -1.69822 -0.068
C -3.54474 -3.23452 -1.52272 -0.029
H -2.56014 -3.65118 -1.67489 0.113
H -4.54352 -5.05651 -2.00860 0.109
H -6.79804 -4.13208 -1.62250 0.108
H -7.05723 -1.78499 -0.90783 0.109
H -5.08168 -0.36694 -0.58982 0.113
H -3.26903 -0.07119 0.82037 0.120
H -1.32849 1.34513 1.15163 0.113
H 2.53903 4.83491 -0.61624 0.116
H 1.14507 4.82897 0.47790 0.117
H 1.11760 3.87066 -1.01812 0.114
```

Calculated values
**SMILES**: C[NH+](C)[C@H](Cc1ccccc1)C(=O)c1ccc(-c2ccccc2)cc1
**LUMO energy**: -3.400 eV
**Total charge**: +1
**2S+1**: 1
**Kohn-Sham gap**: 7.788 eV
**ΔE to the lowest compared entry with this formula, charge and spin**: 0.0 kJ/mol